ORCA calculation (ωB97M-V/def2-TZVPD) on an isolated molecule of C11H18FNO5S.

Output
molecular weight = 295.33 g/mol
strongest force on any atom = 0.027 Eh/bohr
SMILES = CCCCC[C@@]1(N=C=O)OS(=O)(=O)O[C@H]1C[C@H](C)F
E = -36978.484 eV

Element x y z (Å)
C -3.34 -0.07 -0.36
C -3.36 1.15 -1.30
C -2.01 1.88 -1.48
C -1.07 1.85 -0.26
C 0.15 0.97 -0.55
C 1.18 0.98 0.56
N 1.85 2.30 0.42
C 2.70 2.61 1.25
O 3.53 2.85 2.00
O 0.54 0.82 1.82
S 1.36 -0.08 2.86
O 0.58 -1.15 3.35
O 1.96 0.77 3.83
O 2.42 -0.63 1.82
C 2.25 -0.13 0.48
C 1.99 -1.35 -0.42
C 1.04 -2.41 0.13
C 0.69 -3.47 -0.92
F -0.12 -1.81 0.61
H -3.88 -0.89 -0.83
H -2.34 -0.44 -0.14
H -3.88 0.15 0.56
H -3.65 0.79 -2.29
H -4.14 1.85 -1.02
H -1.48 1.54 -2.37
H -2.24 2.93 -1.68
H -1.57 1.54 0.66
H -0.70 2.87 -0.09
H 0.61 1.35 -1.46
H -0.22 -0.03 -0.78
H 3.23 0.23 0.16
H 1.64 -1.04 -1.41
H 2.96 -1.84 -0.59
H 1.52 -2.90 0.97
H 1.15 -4.41 -0.64
H 1.05 -3.17 -1.90
H -0.39 -3.60 -0.97